[1]
{"formula": "C30H38ClI2N5O6Se2Ti", "method": "wB97M-V/def2-TZVPD", "symbols": ["I", "I", "Se", "Se", "Ti", "Cl", "O", "O", "O", "O", "O", "O", "N", "N", "N", "N", "N", "C", "C", "C", "C", "C", "C", "C", "C", "C", "C", "C", "C", "C", "C", "C", "C", "C", "C", "C", "C", "C", "C", "C", "C", "C", "C", "C", "C", "C", "C", "H", "H", "H", "H", "H", "H", "H", "H", "H", "H", "H", "H", "H", "H", "H", "H", "H", "H", "H", "H", "H", "H", "H", "H", "H", "H", "H", "H", "H", "H", "H", "H", "H", "H", "H", "H", "H", "H"], "positions_angstrom": [[1.45, 6.15, -0.19], [0.14, 2.29, 2.33], [2.26, -1.20, 2.39], [3.31, -0.23, 0.56], [-0.36, 0.03, 0.08], [-1.90, -2.95, -2.73], [-5.81, -1.32, 1.73], [-0.39, -1.13, 1.44], [3.53, 1.20, 3.56], [0.95, 1.04, -0.36], [6.75, -2.35, 2.65], [-1.57, 0.54, -1.59], [-2.20, -4.19, 2.05], [-2.13, 0.70, 0.86], [-3.54, -0.53, -1.93], [0.63, 2.36, -2.20], [-2.99, 1.30, -3.19], [-1.46, 2.98, 1.12], [0.28, -1.34, -2.52], [-3.42, -3.84, 1.67], [6.46, -1.15, 3.32], [-3.06, -0.22, 1.03], [4.01, -1.63, 3.23], [5.08, -0.61, 2.88], [-1.39, -1.99, 1.54], [-3.76, -2.58, 1.26], [1.24, -0.52, -3.14], [0.13, -3.81, 2.45], [-3.52, 2.52, -0.03], [-2.63, 0.44, -2.22], [-5.19, -2.26, 0.87], [-0.87, -1.42, -4.69], [-2.67, 4.76, 0.07], [2.52, 2.75, -0.79], [-1.59, 4.32, 0.83], [1.42, 2.05, -1.08], [-2.28, 2.51, -3.55], [-0.74, -1.81, -3.37], [1.14, -0.14, -4.46], [5.12, -0.42, 1.37], [0.33, -1.63, -1.10], [-2.74, -1.59, 1.22], [-2.40, 2.04, 0.68], [-3.63, 3.86, -0.33], [-1.21, -3.32, 2.00], [0.07, -0.56, -5.23], [4.84, 0.72, 3.63], [0.49, -3.20, 3.28], [-3.00, 3.30, -3.77], [6.46, -1.31, 4.41], [0.05, -4.84, 2.77], [-0.83, 5.02, 1.15], [0.24, 1.53, -2.64], [-3.83, 1.11, -3.72], [-0.23, -2.54, -0.84], [1.12, 2.94, -2.86], [1.90, 0.49, -4.89], [7.22, -0.39, 3.09], [-4.16, -4.63, 1.72], [-1.67, 2.33, -4.45], [-5.23, -1.80, -0.12], [2.85, 3.53, -1.44], [-3.21, -1.32, -1.39], [7.63, -2.65, 2.89], [-5.77, -1.67, 2.63], [-4.28, -0.74, -2.58], [5.04, 0.56, 4.70], [3.84, -1.68, 4.30], [0.86, -3.73, 1.64], [-5.77, -3.19, 0.83], [5.61, -1.28, 0.91], [-2.74, 5.81, -0.18], [-1.64, 2.81, -2.73], [-4.49, 4.20, -0.89], [1.36, -1.72, -0.75], [-4.10, 0.08, 1.15], [4.31, -2.62, 2.87], [5.56, 1.47, 3.27], [-0.03, -0.25, -6.26], [5.67, 0.48, 1.09], [-4.27, 1.81, -0.35], [3.38, 1.62, 2.71], [3.06, 2.62, 0.13], [-1.68, -1.81, -5.28], [2.08, -0.19, -2.54]], "mulliken_charge": [-0.777, 0.243, 0.071, -0.319, -1.088, -0.224, -0.560, -0.178, -0.398, 1.353, -0.526, 1.089, -0.616, 0.607, -0.160, 0.079, -0.068, 0.125, -0.292, -0.954, -1.393, -0.149, -1.336, 1.478, -0.173, 0.667, -0.368, -0.942, -0.504, -0.571, -0.787, -0.617, -0.718, -1.565, -0.682, 0.394, -0.819, 0.976, -0.604, -1.064, -1.080, 0.446, 0.358, -0.734, 0.722, -0.739, -1.224, 0.151, 0.364, 0.439, 0.441, 0.536, -0.594, 0.186, 0.973, 0.295, 0.417, 0.446, 0.376, 0.288, 0.167, 0.307, -0.308, 0.341, 0.360, 0.227, 0.435, 0.598, 0.277, 0.421, 0.529, 0.450, 0.250, 0.434, 0.346, 0.936, 0.493, 0.398, 0.433, 0.464, 0.348, 0.239, 0.144, 0.492, 0.521], "fmax_ha_per_bohr": 0.05824, "e_tot_ev": -233995.246, "orbital_gap_ev": 4.0341, "homo_ev": -5.783}

[2]
{"formula": "C30H39BBrCrF8N4O2P2", "method": "wB97M-V/def2-TZVPD", "symbols": ["Br", "Cr", "P", "P", "F", "F", "F", "F", "F", "F", "F", "F", "O", "O", "N", "N", "N", "N", "C", "C", "C", "C", "C", "C", "C", "C", "C", "C", "C", "C", "C", "C", "C", "C", "C", "C", "C", "C", "C", "C", "C", "C", "C", "C", "C", "C", "C", "C", "B", "H", "H", "H", "H", "H", "H", "H", "H", "H", "H", "H", "H", "H", "H", "H", "H", "H", "H", "H", "H", "H", "H", "H", "H", "H", "H", "H", "H", "H", "H", "H", "H", "H", "H", "H", "H", "H", "H", "H"], "positions_angstrom": [[-1.15, -1.39, 2.58], [0.20, -0.84, 0.44], [0.29, 2.39, 0.21], [-1.81, -1.37, -0.75], [1.58, -3.74, 1.58], [-0.55, -3.76, 0.77], [1.07, -2.45, -0.32], [-4.61, -2.19, -1.26], [-3.53, -2.40, 4.04], [-5.99, -3.06, 3.12], [-6.53, -2.93, 0.47], [1.12, -4.83, -0.41], [-0.28, 1.09, 0.76], [1.77, -0.69, 1.71], [1.28, 1.98, -1.08], [-0.92, 3.32, -0.39], [1.13, 3.18, 1.36], [3.71, -1.45, 0.83], [-0.70, -2.50, -2.97], [0.93, 0.79, -1.79], [4.20, -0.16, 0.29], [3.32, -1.80, 3.18], [-2.64, 0.01, -1.58], [-1.84, 3.88, 0.60], [-1.91, -4.98, -2.67], [-3.06, -1.88, 0.48], [4.65, -1.03, 3.44], [-3.20, 1.00, -0.77], [1.43, 2.60, 2.67], [-2.19, -3.97, -1.76], [-3.79, -2.35, 2.74], [-4.10, 2.08, -2.72], [-0.43, -3.51, -3.88], [-2.82, -1.94, 1.85], [2.84, -1.34, 1.85], [4.75, 0.37, 2.76], [-1.04, -4.75, -3.73], [-3.52, 1.12, -3.53], [-3.95, 2.02, -1.34], [-0.87, 4.04, -1.65], [2.49, 2.70, -1.46], [-4.34, -2.23, 0.04], [5.22, 0.39, 1.30], [1.40, 4.61, 1.25], [-5.33, -2.62, 0.92], [-2.79, 0.08, -2.96], [-1.60, -2.72, -1.92], [-5.06, -2.69, 2.28], [0.80, -3.87, 0.46], [-0.60, 5.09, -1.51], [1.04, -0.12, -1.12], [5.48, 1.41, 1.02], [2.81, 3.34, -0.65], [2.57, -1.57, 3.93], [-0.16, 3.58, -2.33], [2.47, 2.79, 2.92], [1.24, 1.54, 2.67], [-1.86, 4.01, -2.12], [0.25, -3.33, -4.70], [5.46, 0.96, 3.33], [-2.39, -0.70, -3.60], [-2.37, -5.95, -2.54], [0.81, 3.07, 3.44], [1.62, 0.61, -2.62], [-4.42, 2.76, -0.70], [-1.55, 4.89, 0.91], [-2.84, 3.94, 0.17], [2.47, 4.80, 1.34], [4.63, -0.31, -0.69], [1.05, 4.99, 0.28], [3.29, 2.00, -1.67], [2.33, 3.32, -2.35], [-0.10, 0.79, -2.16], [6.14, -0.20, 1.22], [0.89, 5.16, 2.04], [3.49, -2.88, 3.18], [-3.07, 0.96, 0.31], [-1.88, 3.24, 1.48], [-0.82, -5.54, -4.43], [-4.71, 2.86, -3.15], [5.50, -1.63, 3.13], [3.34, 0.51, 0.21], [-3.64, 1.16, -4.60], [-2.85, -4.17, -0.93], [-0.22, -1.53, -3.08], [4.47, -2.08, 1.02], [3.78, 0.87, 2.85], [4.74, -0.89, 4.52]], "lowdin_spin": [-0.035, 3.043, 0.005, -0.052, 0.000, 0.004, 0.026, 0.000, -0.001, 0.000, 0.000, 0.001, 0.035, 0.033, -0.008, 0.000, -0.001, 0.007, -0.005, -0.009, 0.000, 0.000, -0.007, 0.000, 0.000, -0.006, 0.000, -0.006, 0.000, -0.006, 0.000, -0.007, 0.001, 0.000, 0.007, 0.000, -0.007, 0.001, 0.001, 0.000, -0.001, -0.002, 0.000, 0.000, 0.000, -0.006, -0.008, 0.000, 0.003, 0.000, 0.000, 0.000, 0.000, 0.000, 0.000, 0.000, 0.000, 0.000, 0.000, 0.000, 0.000, 0.000, 0.000, -0.001, 0.000, 0.000, 0.000, 0.000, 0.000, 0.000, 0.000, 0.000, 0.001, 0.000, 0.000, 0.000, 0.000, 0.000, 0.000, 0.000, 0.000, 0.000, 0.000, 0.000, 0.000, 0.000, 0.000, 0.000], "fmax_ha_per_bohr": 0.02738, "charge": 2, "s_squared": 3.83, "e_tot_ev": -181251.135, "spin_multiplicity": 4, "orbital_gap_ev": [6.2800, 7.8319], "homo_ev": [-14.436, -14.377]}